1.
# CH9N2O2

3 unconnected molecules or ions with the total composition CH9N2O2 (the ωB97M-V functional and the def2-TZVPD basis, the OMol25 dataset).

Geometry as XYZ:
```
14
Properties=species:S:1:pos:R:3:forces:R:3
N -1.0183 0.4476 0.4960 -0.5008 -0.5436 -0.7614
C -1.5400 0.3186 -0.6929 -0.2882 0.3710 -0.0228
N -0.8578 -0.0459 -1.7596 -0.3591 -0.6007 0.7660
H -0.0688 0.1646 0.6613 0.2210 0.4466 0.2520
H -1.5045 0.9678 1.2081 -0.0283 -0.3171 0.1603
H -2.5989 0.5282 -0.7801 0.0671 0.4815 -0.2705
H -1.3238 -0.1074 -2.6510 -0.0111 -0.1954 0.0570
H -0.0550 -0.6398 -1.5716 0.5418 0.1363 -0.4063
H 1.7915 -1.3830 0.2618 0.4699 -0.5215 0.0281
H 1.6014 -2.7533 -0.5247 0.2903 -0.0282 0.3198
O 1.3313 -1.8366 -0.4465 -0.8498 0.7399 -0.4277
H 1.2754 2.1975 2.0445 -0.0938 0.3342 -0.1275
H 1.7765 0.7995 2.1395 0.3813 -0.3247 0.2772
O 1.1910 1.3421 1.6153 0.1597 0.0217 0.1560
```
Forces are in eV/Å.

Values from the calculation:
Net charge: +1
Gap between HOMO and LUMO: 12.264 eV

***

2.
# CH9N4P

A molecular structure, CH9N4P (the ωB97M-V functional and the def2-TZVPD basis, the OMol25 dataset).

Geometry as XYZ:
```
15
Properties=species:S:1:pos:R:3:forces:R:3
C -1.9546 0.0563 0.0818 0.6516 -0.5871 2.7175
N 0.9615 1.2909 -1.2799 0.3555 -1.0998 1.5817
N 0.4744 -1.8216 -0.4559 -1.1154 3.8996 -1.8647
N 1.7693 0.5853 1.1383 1.7236 0.4371 -0.8357
N -0.8096 0.6197 0.8137 0.5295 -0.0388 -5.3343
P 0.6338 0.3986 -0.0411 -1.5307 -1.7111 -0.5037
H -2.5493 0.7832 -0.3163 -1.6274 2.0850 -1.0943
H -1.5561 -0.5288 -0.6635 0.3833 -1.5628 -1.8897
H -2.5661 -0.5792 0.7302 0.1940 0.0295 -0.0794
H 0.2708 1.5844 -1.9370 -0.4311 0.0216 -0.2387
H 0.0563 -1.6954 -1.4916 1.3711 -0.5040 2.7695
H 1.4681 -1.9535 -0.6225 0.2315 -0.1690 -0.2844
H 2.0972 -0.2266 1.6242 -0.4196 -0.6634 0.3742
H 2.6219 0.9536 0.6847 -0.6463 0.1961 0.3158
H -0.9175 0.5333 1.7351 0.3304 -0.3328 4.3662
```
Forces are in eV/Å.

Values from the calculation:
Gap between HOMO and LUMO: 9.569 eV

***

3.
# CH9N6

2 unconnected molecules or ions with the total composition CH9N6 (the ωB97M-V functional and the def2-TZVPD basis, the OMol25 dataset).

Geometry as XYZ:
```
16
Properties=species:S:1:pos:R:3:forces:R:3
C -0.6397 1.1027 1.6670 1.3684 0.5552 -2.2241
N -0.1222 2.1871 1.8718 -0.1500 1.9892 2.8669
N -1.1987 -0.0060 1.7419 -1.4043 -2.7742 0.3182
N 1.5510 0.9653 -0.9292 -2.5026 0.0170 -1.0449
N -0.6223 -1.7537 -1.3579 -1.8186 -0.6741 3.7604
N 0.2445 0.4116 -0.6085 3.3431 -3.3201 -0.2331
N 0.1469 -1.0612 -0.4189 -0.4432 2.5832 -1.4890
H 0.1550 2.9366 1.2959 0.5369 0.5226 -1.2259
H -1.9539 -0.2400 2.4462 1.0010 -0.4490 -0.6419
H -0.4608 0.6211 -1.2779 -0.8188 0.8402 -0.7246
H 2.3108 0.6163 -0.4012 0.3415 -0.5202 1.6467
H 1.7855 0.6751 -1.8736 -0.2815 0.2421 -0.4515
H -1.2532 -2.4723 -0.7812 1.9338 1.8870 -2.5440
H -0.2413 -1.9349 -2.2738 0.2047 -0.3417 0.1256
H 1.0356 -1.3940 -0.1135 0.8175 -0.5289 0.1243
H -0.7373 -0.6538 1.0130 -2.1279 -0.0283 1.7371
```
Forces are in eV/Å.

Values from the calculation:
Net charge: +1
Gap between HOMO and LUMO (spin up / spin down): 5.625 / 5.931 eV
Multiplicity: 3

***

4.
# CH9NO4

4 unconnected molecules or ions with the total composition CH9NO4 (the ωB97M-V functional and the def2-TZVPD basis, the OMol25 dataset).

Geometry as XYZ:
```
15
Properties=species:S:1:pos:R:3:forces:R:3
N 1.9251 -2.0166 -0.0709 1.3657 -1.4168 -1.5936
C 1.4201 -1.2399 0.8747 -0.6479 0.7579 0.7769
O 0.4438 -0.5061 0.7300 0.8466 -0.3497 0.1567
H 2.7539 -2.6175 0.1144 -1.1611 0.9695 -0.1764
H 1.6258 -1.9266 -1.0580 0.1309 0.0417 0.9016
H 1.9992 -1.3425 1.8330 -0.6331 0.2314 -0.3702
O -3.0217 2.2926 3.6623 -1.7315 2.3485 -1.1174
H -3.1828 3.2691 3.9042 0.5209 -2.2476 -0.3667
H -3.6243 2.2154 2.8588 1.2053 -0.0971 1.4941
O 1.4324 -0.5045 -2.9099 0.4111 0.9385 2.0757
H 0.9243 0.1590 -2.3956 0.7505 -0.2534 0.2647
H 0.8080 -0.5488 -3.5904 -1.2347 -0.7342 -2.2432
O -1.0455 0.8717 -1.6776 0.9341 -0.4792 -0.8540
H -1.8072 1.3456 -1.4048 -1.0378 0.7001 0.2947
H -0.6510 0.5493 -0.8703 0.2811 -0.4096 0.7570
```
Forces are in eV/Å.

Values from the calculation:
Gap between HOMO and LUMO: 10.919 eV
SMILES: NC=O.O.O.O

***

5.
# CH9O3S

4 unconnected molecules or ions with the total composition CH9O3S (the ωB97M-V functional and the def2-TZVPD basis, the OMol25 dataset).

Geometry as XYZ:
```
14
Properties=species:S:1:pos:R:3:forces:R:3
C 0.7463 1.7589 0.1695 -0.8573 -2.6256 0.3924
S 1.7077 0.3410 -0.5786 0.0043 0.4501 0.4509
H -0.0787 2.0992 -0.4533 0.0665 0.1725 -0.0507
H 0.3281 1.3740 1.1253 0.0115 0.4408 -0.5430
H 1.4327 2.5005 0.3990 1.0620 1.7391 0.2771
H 0.8364 -1.4184 2.4519 0.2301 0.1444 0.4836
H 0.8689 -0.9572 0.9459 -0.5827 -1.1268 0.8230
O 0.4137 -1.6143 1.6235 0.4330 0.9323 -1.5657
H -0.1648 -1.0776 -1.9747 1.1753 -1.5968 0.4489
H -0.1064 0.3559 -1.9119 0.7582 0.5412 0.2513
O -0.6837 -0.3442 -2.2105 -2.1636 0.8713 -1.1046
H -1.5955 -0.6410 -0.4723 1.0720 1.1977 -2.3371
H -1.5243 -1.4496 0.7004 -0.7164 0.3781 0.2140
O -2.1803 -0.9272 0.1858 -0.4931 -1.5183 2.2597
```
Forces are in eV/Å.

Values from the calculation:
Net charge: -1
Gap between HOMO and LUMO: 7.403 eV

***

6.
# CH9O3S

4 unconnected molecules or ions with the total composition CH9O3S (the ωB97M-V functional and the def2-TZVPD basis, the OMol25 dataset).

Geometry as XYZ:
```
14
Properties=species:S:1:pos:R:3:forces:R:3
C 0.1770 1.8829 1.5104 -0.3230 0.1761 0.0796
S -0.9418 0.6293 0.9400 0.0017 -0.4042 0.1181
H 0.0991 2.0271 2.5811 -0.0498 0.0486 0.1446
H 1.2096 1.6337 1.2840 0.1221 -0.1533 -0.2522
H -0.1074 2.7695 0.9623 0.2984 0.4803 0.0392
H -1.7818 0.4393 -2.6618 -0.0003 0.0821 0.1534
H -0.9409 0.5481 -1.3374 -0.3103 0.0706 -0.1723
O -0.9703 0.1662 -2.2271 0.3407 -0.1669 -0.1638
H 0.0786 -1.1520 2.3396 -0.0924 -0.1282 0.1076
H -0.5602 -2.5106 2.1302 0.0781 -0.0008 0.0830
O 0.1550 -2.0762 2.6094 0.0011 0.0070 -0.1016
H 1.6304 -1.9342 -2.2681 0.0026 -0.0193 -0.1533
H 0.6428 -0.8916 -2.7798 -0.0042 -0.1667 -0.2072
O 1.3098 -1.5315 -3.0829 -0.0646 0.1744 0.3249
```
Forces are in eV/Å.

Values from the calculation:
Gap between HOMO and LUMO (spin up / spin down): 10.822 / 7.045 eV
Multiplicity: 2

***

7.
# CHAgNaO2

A molecular structure, CHAgNaO2 (the ωB97M-V functional and the def2-TZVPD basis, the OMol25 dataset).

Geometry as XYZ:
```
6
Properties=species:S:1:pos:R:3:forces:R:3
O 0.6798 -1.9449 -0.0106 -2.4805 4.9336 0.7084
C -0.2906 -0.4020 0.3718 2.4659 -1.2649 0.1398
O 0.2387 0.7705 0.0994 -1.2548 -1.4878 -0.1329
Na -1.6680 2.4081 -0.7732 0.5621 -0.7778 0.3322
Ag 1.8202 -0.3933 -1.0707 0.4867 -0.7023 -0.1937
H -0.7801 -0.4384 1.3833 0.2206 -0.7008 -0.8537
```
Forces are in eV/Å.

Values from the calculation:
Gap between HOMO and LUMO (spin up / spin down): 3.563 / 6.936 eV
Multiplicity: 2

***

8.
# CHAlF3O4S

A molecular structure, CHAlF3O4S (the ωB97M-V functional and the def2-TZVPD basis, the OMol25 dataset).

Geometry as XYZ:
```
11
Properties=species:S:1:pos:R:3:forces:R:3
Al -2.4462 -1.5906 -1.0878 -0.9825 0.8588 0.5305
C 2.5347 0.1934 0.3184 -0.3543 0.5587 0.2128
F 3.0640 -0.1259 -0.8321 0.0688 -0.4998 -0.2862
F 2.4981 -0.8108 1.1683 0.1970 -0.2294 -0.1190
F 3.1723 1.2204 0.8304 0.2635 0.1257 0.2371
S 0.7883 0.7797 0.0726 -0.2310 1.1992 -0.1779
O 0.0088 -0.3776 -0.3649 -0.8455 -1.1692 0.0874
O 0.3235 1.2128 1.3784 0.0405 -0.2931 0.0001
O 0.8103 1.8552 -0.8870 0.0614 -0.1866 -0.0135
O -4.9978 -1.4445 -0.4521 1.2537 -0.9740 -0.5063
H -5.7559 -0.9121 -0.1443 0.5285 0.6097 0.0351
```
Forces are in eV/Å.

Values from the calculation:
Net charge: +1
Gap between HOMO and LUMO: 2.822 eV

***

9.
# CHBr2IO2S

A molecular structure, CHBr2IO2S (the ωB97M-V functional and the def2-TZVPD basis, the OMol25 dataset).

Geometry as XYZ:
```
8
Properties=species:S:1:pos:R:3:forces:R:3
C 0.1720 0.9974 -0.8795 0.2172 1.1247 -1.9755
O 1.1413 -0.8869 0.5142 1.2683 0.0841 0.8104
O 0.4681 -1.5449 -1.7286 0.1794 1.0054 -0.2928
S 0.8772 -0.4942 -0.8284 -2.0893 -1.3225 -0.0367
Br 1.1911 2.3530 -0.0903 -0.0484 0.3630 0.7272
Br -1.4509 -1.6885 3.4123 -0.4125 0.8960 -1.1884
I -2.1253 -0.1802 1.4102 0.4193 -0.9227 1.2127
H -0.2735 1.4444 -1.8099 0.4659 -1.2280 0.7431
```
Forces are in eV/Å.

Values from the calculation:
Gap between HOMO and LUMO: 7.317 eV

***

10.
# CHBr2O2P

2 unconnected molecules or ions with the total composition CHBr2O2P (the ωB97M-V functional and the def2-TZVPD basis, the OMol25 dataset).

Geometry as XYZ:
```
7
Properties=species:S:1:pos:R:3:forces:R:3
C 1.8517 0.0093 0.4275 0.4036 0.7829 0.9460
O 2.2540 0.1883 1.5149 -0.4058 -0.5058 -1.0553
O 1.4116 -0.0728 -0.6406 0.9655 -0.1353 0.3723
P -1.1368 -0.6399 -1.6875 -0.7844 -0.0036 -0.1419
Br -2.3179 -1.8868 -0.2770 -0.1127 -0.1033 -0.0464
Br -1.3509 1.4552 -0.2490 -0.1739 -0.0537 -0.3359
H -0.7118 0.9467 0.9116 0.1078 0.0188 0.2612
```
Forces are in eV/Å.

Values from the calculation:
Gap between HOMO and LUMO: 6.505 eV

***

11.
# CHBrCl3Mg

A molecular structure, CHBrCl3Mg (the ωB97M-V functional and the def2-TZVPD basis, the OMol25 dataset).

Geometry as XYZ:
```
7
Properties=species:S:1:pos:R:3:forces:R:3
Mg 3.6529 -1.7339 2.4070 -1.5581 0.2517 -0.3825
Br 1.3314 -1.3665 1.8722 1.5644 -0.2663 0.3731
C -0.9489 0.5798 -0.7227 -0.5107 0.1103 -1.0031
Cl -1.3337 2.2942 -0.6768 0.1542 0.0840 0.1825
Cl 0.2745 0.2595 -1.9769 0.0257 -0.0163 0.3233
Cl -2.4355 -0.3209 -1.1363 0.5108 0.0163 0.4520
H -0.5407 0.2879 0.2335 -0.1864 -0.1797 0.0547
```
Forces are in eV/Å.

Values from the calculation:
Net charge: +1
Gap between HOMO and LUMO: 4.883 eV

***

12.
# CHBrClNO

2 unconnected molecules or ions with the total composition CHBrClNO (the ωB97M-V functional and the def2-TZVPD basis, the OMol25 dataset).

Geometry as XYZ:
```
6
Properties=species:S:1:pos:R:3:forces:R:3
C 0.3528 -0.4747 -0.1370 1.7281 3.3523 1.4274
N 1.5174 -0.2663 0.0075 -2.8522 -1.9973 -0.7047
O -0.9204 1.3499 0.1588 2.1763 -1.7943 -0.4183
Cl -0.7079 -1.6616 -0.0682 -1.0947 -1.2853 -0.2889
Br -2.5598 0.7864 -0.0043 -1.2673 0.1360 -0.0484
H 2.3179 0.2664 0.0432 1.3099 1.5886 0.0329
```
Forces are in eV/Å.

Values from the calculation:
Gap between HOMO and LUMO (spin up / spin down): 7.686 / 7.687 eV

***

13.
# CHBrClNO

2 unconnected molecules or ions with the total composition CHBrClNO (the ωB97M-V functional and the def2-TZVPD basis, the OMol25 dataset).

Geometry as XYZ:
```
6
Properties=species:S:1:pos:R:3:forces:R:3
C -0.9950 0.0900 0.5275 -1.3764 -0.5762 -3.1313
N 1.3109 -0.4344 -0.3944 -0.9417 -2.4034 -0.1363
O -1.9515 0.0067 -0.1611 1.7791 0.1384 1.1127
Cl 1.1212 -0.5117 -2.0575 -0.0533 -0.1237 -0.1765
Br -0.8725 0.3306 2.3307 0.1906 0.2345 1.7645
H 1.3868 0.5188 -0.2453 0.4017 2.7305 0.5669
```
Forces are in eV/Å.

Values from the calculation:
Gap between HOMO and LUMO (spin up / spin down): 8.752 / 8.020 eV

***

14.
# CHBrClNO2

2 unconnected molecules or ions with the total composition CHBrClNO2 (the ωB97M-V functional and the def2-TZVPD basis, the OMol25 dataset).

Geometry as XYZ:
```
7
Properties=species:S:1:pos:R:3:forces:R:3
C 0.7574 0.1705 -0.3419 0.4422 0.5189 1.7229
N -0.9795 0.5102 -2.2808 0.3764 0.4433 0.8888
O -1.4381 -0.4485 -2.7771 -0.3095 -0.8186 -0.5201
O -1.3295 1.6377 -2.1902 -0.0442 0.2339 -0.1433
Cl 1.2634 1.7964 -0.4740 0.1159 0.3338 -0.4720
Br 1.9637 -1.1501 -0.8285 0.1408 -0.3672 -0.5306
H 0.5154 0.0434 0.7316 -0.7216 -0.3440 -0.9457
```
Forces are in eV/Å.

Values from the calculation:
Gap between HOMO and LUMO (spin up / spin down): 8.984 / 7.774 eV

***

15.
# CHBrClNO2

2 unconnected molecules or ions with the total composition CHBrClNO2 (the ωB97M-V functional and the def2-TZVPD basis, the OMol25 dataset).

Geometry as XYZ:
```
7
Properties=species:S:1:pos:R:3:forces:R:3
C -0.1693 -0.0635 -0.2623 0.3594 3.1135 -1.0906
N 0.1364 -0.9850 0.7549 0.0184 0.6585 0.0958
O -0.6964 -1.8249 1.0162 0.0067 -0.7136 0.3330
O 1.2099 -0.8137 1.3153 0.2164 -0.1213 0.0963
Cl 0.9061 2.9789 -1.2234 0.1160 0.3740 -0.1478
Br -1.7170 -0.3214 -1.2210 0.2595 0.0642 0.0304
H 0.3303 1.0296 -0.3797 -0.9764 -3.3752 0.6829
```
Forces are in eV/Å.

Values from the calculation:
Gap between HOMO and LUMO (spin up / spin down): 8.897 / 4.778 eV

***

16.
# CHBrFI

A molecular structure, CHBrFI (the ωB97M-V functional and the def2-TZVPD basis, the OMol25 dataset).

Geometry as XYZ:
```
5
Properties=species:S:1:pos:R:3:forces:R:3
C -0.6373 -1.1949 0.6733 0.1978 -1.8143 0.6790
F -1.5070 -1.5865 -0.2182 -0.1082 -0.4175 -0.9966
Br -1.5320 -0.7365 2.1948 -0.8902 1.0174 1.4555
I 1.0147 -2.5519 1.0905 0.5370 -0.4172 -0.3421
H -0.3303 0.1694 -0.1293 0.2635 1.6316 -0.7957
```
Forces are in eV/Å.

Values from the calculation:
Gap between HOMO and LUMO (spin up / spin down): 6.702 / 6.142 eV
Multiplicity: 3

***

17.
# CHBrN5

A molecular structure, CHBrN5 (the ωB97M-V functional and the def2-TZVPD basis, the OMol25 dataset).

Geometry as XYZ:
```
8
Properties=species:S:1:pos:R:3:forces:R:3
C 0.2510 -0.1614 -0.2128 -5.3776 -0.3664 0.4648
N 2.2389 0.0440 0.0664 1.3515 -0.3969 0.7607
N 1.2553 -0.8517 0.1898 0.2778 -1.3807 -0.0742
N 0.4226 1.1028 -0.4862 0.6262 -0.0985 0.0422
N 1.7818 1.1856 -0.2867 -0.8455 1.0832 -0.8163
N -1.5397 -0.9096 0.0636 4.5268 0.8846 0.6231
Br -2.9272 0.1979 -0.3787 -0.8386 1.0245 -0.9055
H -1.4825 -0.6077 1.0446 0.2793 -0.7499 -0.0947
```
Forces are in eV/Å.

Values from the calculation:
Net charge: -1
Gap between HOMO and LUMO: 8.819 eV

***

18.
# CHCaLiO2

A molecular structure, CHCaLiO2 (the ωB97M-V functional and the def2-TZVPD basis, the OMol25 dataset).

Geometry as XYZ:
```
6
Properties=species:S:1:pos:R:3:forces:R:3
H -1.9930 0.1155 -0.7538 -4.1816 2.8870 0.6591
O -1.0206 -0.9403 -0.4537 2.0250 -5.2086 2.3566
C -1.2862 0.2711 0.0720 -0.6442 -0.3205 -5.4494
O -0.3379 1.0095 -0.0341 1.3151 3.0157 2.7357
Li -1.6400 -2.6279 -0.0310 -0.8432 -0.3720 -0.3669
Ca 0.9804 -0.6082 0.3693 2.3289 -0.0017 0.0649
```
Forces are in eV/Å.

Values from the calculation:
Net charge: +2
Gap between HOMO and LUMO: 9.856 eV

***

19.
# CHCl2F2P

2 unconnected molecules or ions with the total composition CHCl2F2P (the ωB97M-V functional and the def2-TZVPD basis, the OMol25 dataset).

Geometry as XYZ:
```
7
Properties=species:S:1:pos:R:3:forces:R:3
F 4.0888 1.2881 0.5051 -0.0691 0.1279 -0.2179
P 3.1403 1.2444 -0.7788 -0.6751 -1.5214 0.1932
C 2.3250 -0.2523 -0.5224 2.7692 2.2851 2.0381
Cl 2.6414 -1.1076 0.9792 -0.2884 -0.0946 -0.9581
Cl 1.1371 -0.7635 -1.5427 -1.2453 -0.8758 -1.2784
F -0.3335 -0.1854 1.0748 0.8815 -0.1404 -1.8798
H 0.1150 -0.2954 0.2124 -1.3727 0.2193 2.1030
```
Forces are in eV/Å.

Values from the calculation:
Gap between HOMO and LUMO: 8.734 eV
SMILES: FP=C(Cl)Cl.F

***

20.
# CHCl2F3Si

2 unconnected molecules or ions with the total composition CHCl2F3Si (the ωB97M-V functional and the def2-TZVPD basis, the OMol25 dataset).

Geometry as XYZ:
```
8
Properties=species:S:1:pos:R:3:forces:R:3
C 1.3692 -1.1836 -0.4245 0.8968 0.8254 -1.5187
F -2.6243 0.8543 -0.3159 0.1156 0.0781 -0.1051
F -0.8895 2.6291 0.4753 0.0495 0.1915 -0.3497
F -1.5404 0.7691 1.9825 0.0417 -0.2890 0.0111
Si -1.2526 1.0885 0.4515 0.0827 -0.1773 0.3872
Cl 1.1942 -1.3618 -2.1012 -0.4269 0.2866 -1.1432
Cl 3.0080 -0.8840 -0.0394 -0.4087 -0.0831 0.8846
H 0.7355 -1.9117 -0.0283 -0.3506 -0.8322 1.8339
```
Forces are in eV/Å.

Values from the calculation:
Gap between HOMO and LUMO (spin up / spin down): 7.211 / 8.650 eV